Arrangement w

{
  "formula": "C2H5NS2",
  "method": "ωB97M-V/def2-TZVPD",
  "smiles": "CC=S.N=S",
  "symbols": ["C", "C", "N", "S", "S", "H", "H", "H", "H", "H"],
  "positions_angstrom": [[1.292, -0.473, -0.311], [0.660, 0.856, -0.287], [-2.134, -0.166, 0.720], [2.785, -0.807, 0.200], [-1.938, -1.366, -0.244], [0.675, -1.284, -0.699], [1.299, 1.597, 0.186], [-0.294, 0.787, 0.241], [0.429, 1.163, -1.310], [-2.774, -0.307, 1.503]]
}

=====

Arrangement x

{
  "formula": "C2H5NS2",
  "method": "ωB97M-V/def2-TZVPD",
  "symbols": ["C", "C", "H", "H", "H", "H", "H", "N", "S", "S"],
  "positions_angstrom": [[-0.095, 0.764, 1.380], [-0.386, 0.315, -1.547], [0.276, 1.855, 1.946], [-1.177, 0.194, 2.151], [0.848, -0.223, 1.130], [-0.388, 0.861, -2.346], [1.172, -2.651, -0.862], [0.288, -0.748, -1.528], [-0.990, 1.401, -0.138], [0.453, -1.768, -0.185]]
}

=====

Name the least stable of them. arrangement x.

=====

Arrangement w

{
  "formula": "C2H5NS2",
  "method": "ωB97M-V/def2-TZVPD",
  "symbols": ["C", "C", "N", "S", "S", "H", "H", "H", "H", "H"],
  "positions_angstrom": [[0.522, -0.920, 0.611], [-0.352, 1.130, -0.558], [-0.593, -0.222, -0.129], [2.119, -0.677, -0.164], [-2.038, -1.043, -0.051], [0.621, -0.551, 1.755], [0.409, -2.004, 0.512], [0.408, 1.005, -1.381], [-1.226, 1.623, -1.045], [0.130, 1.659, 0.452]]
}

=====

Arrangement x

{
  "formula": "C2H5NS2",
  "method": "ωB97M-V/def2-TZVPD",
  "smiles": "SC/C=N/S",
  "symbols": ["C", "C", "H", "H", "H", "H", "H", "N", "S", "S"],
  "positions_angstrom": [[0.012, -1.119, -1.121], [-0.524, -0.305, 0.000], [2.379, -0.582, 0.020], [-0.384, -0.536, -2.130], [-0.262, -2.273, -1.492], [-0.667, -0.765, 1.046], [-1.740, 2.684, 0.268], [-0.972, 0.840, -0.157], [1.612, -1.731, -0.785], [-0.952, 1.989, 1.418]]
}

=====

Name the least stable of them. arrangement x.

=====

Arrangement w

{
  "formula": "C5H15N2",
  "method": "ωB97M-V/def2-TZVPD",
  "total_charge": 1,
  "smiles": "CC[NH2+]CCNC",
  "symbols": ["C", "N", "C", "C", "N", "C", "C", "H", "H", "H", "H", "H", "H", "H", "H", "H", "H", "H", "H", "H", "H", "H"],
  "positions_angstrom": [[0.829, -1.103, -0.838], [0.202, -0.363, -1.964], [-0.392, -1.465, -2.837], [-0.077, -0.718, 0.534], [-0.775, 0.581, 0.453], [0.107, 1.576, 1.201], [-0.057, 1.652, 2.718], [1.781, -0.713, -0.567], [0.968, -2.245, -0.933], [0.894, 0.173, -2.547], [-1.074, -1.962, -2.143], [0.504, -2.148, -3.018], [-1.133, -1.376, -3.500], [0.522, -0.825, 1.328], [-0.731, -1.547, 0.630], [-1.695, 0.649, 0.899], [-0.834, 0.897, -0.544], [-0.050, 2.648, 0.730], [1.171, 1.405, 1.075], [-0.234, 2.647, 2.984], [-0.751, 0.843, 3.070], [0.824, 1.394, 3.269]]
}

=====

Arrangement x

{
  "formula": "C5H15N2",
  "method": "ωB97M-V/def2-TZVPD",
  "total_charge": 1,
  "smiles": "CCC[NH2+]CCN",
  "symbols": ["N", "C", "C", "N", "C", "C", "C", "H", "H", "H", "H", "H", "H", "H", "H", "H", "H", "H", "H", "H", "H", "H"],
  "positions_angstrom": [[2.293, 2.662, 0.338], [1.082, 2.204, -0.525], [1.025, 0.626, -0.542], [-0.287, 0.219, 0.149], [-0.511, -1.161, 0.707], [-1.902, -1.822, 0.541], [-1.716, -2.839, -0.550], [-0.298, 0.816, 1.001], [2.058, 3.645, 0.535], [3.152, 2.600, -0.276], [1.092, 2.533, -1.542], [0.085, 2.600, -0.132], [1.773, 0.002, 0.081], [0.900, 0.346, -1.592], [-0.991, 0.634, -0.544], [0.424, -1.746, 0.494], [-0.285, -0.862, 1.757], [-2.077, -2.260, 1.586], [-2.690, -1.097, 0.269], [-2.498, -3.598, -0.786], [-1.694, -2.341, -1.633], [-0.866, -3.495, -0.407]]
}

=====

Arrangement y

{
  "formula": "C5H15N2",
  "method": "ωB97M-V/def2-TZVPD",
  "total_charge": 1,
  "symbols": ["N", "C", "C", "C", "N", "C", "C", "H", "H", "H", "H", "H", "H", "H", "H", "H", "H", "H", "H", "H", "H", "H"],
  "positions_angstrom": [[-1.334, 1.482, -0.246], [-1.413, 0.001, -0.399], [-2.867, -0.363, -0.386], [-0.556, -0.401, 0.782], [0.785, 0.019, 0.640], [1.595, -0.479, 1.661], [3.249, -0.165, -1.821], [4.121, -0.245, -1.174], [-1.692, 2.041, -1.077], [-0.402, 1.773, 0.052], [-0.913, -0.478, -1.266], [-3.099, -1.429, -0.356], [-3.324, 0.051, 0.533], [-3.512, 0.023, -1.179], [-1.070, 0.026, 1.693], [-0.641, -1.498, 0.898], [2.535, 0.072, 1.728], [1.055, -0.354, 2.618], [1.871, -1.550, 1.662], [2.417, -0.197, -1.083], [3.168, -0.961, -2.556], [3.232, 0.794, -2.336]]
}

=====

Arrangement z

{
  "formula": "C5H15N2",
  "method": "ωB97M-V/def2-TZVPD",
  "total_charge": 1,
  "symbols": ["C", "C", "C", "C", "N", "C", "N", "H", "H", "H", "H", "H", "H", "H", "H", "H", "H", "H", "H", "H", "H", "H"],
  "positions_angstrom": [[3.634, -0.272, 0.257], [0.701, -1.224, -0.482], [0.252, -0.155, 0.152], [-2.377, 0.287, -1.275], [-3.406, 0.627, -0.323], [-3.223, 0.111, 1.046], [3.976, 1.129, 0.251], [4.320, -0.995, 0.710], [2.584, -0.317, 0.576], [1.247, -1.064, -1.410], [0.523, -2.246, -0.151], [-1.367, 0.439, -0.769], [-0.618, -0.347, 0.789], [-2.585, -0.728, -1.613], [-2.592, 0.970, -2.095], [-3.660, 1.597, -0.185], [-2.832, -0.902, 0.984], [-4.198, 0.038, 1.528], [-2.592, 0.761, 1.662], [4.950, 1.272, 0.019], [3.460, -0.568, -0.803], [3.802, 1.588, 1.133]]
}

=====

Name the least stable of them. arrangement z.

=====

Arrangement w

{
  "formula": "C5H15N2",
  "method": "ωB97M-V/def2-TZVPD",
  "total_charge": 1,
  "smiles": "CCNCC[NH2+]C",
  "symbols": ["C", "N", "C", "C", "N", "C", "C", "H", "H", "H", "H", "H", "H", "H", "H", "H", "H", "H", "H", "H", "H", "H"],
  "positions_angstrom": [[-1.498, 0.618, 0.019], [-1.851, -0.474, -0.999], [-1.341, -1.839, -0.781], [-0.204, 1.325, -0.334], [0.895, 0.344, -0.323], [1.459, -0.290, 0.874], [2.635, 0.429, 1.528], [-1.407, 0.022, 0.921], [-2.337, 1.307, 0.059], [-1.427, -0.118, -1.863], [-1.475, -2.436, -1.685], [-1.909, -2.376, -0.026], [-0.274, -1.807, -0.605], [-0.082, 2.034, 0.493], [-0.221, 1.720, -1.347], [1.645, 0.866, -0.764], [-2.832, -0.446, -1.280], [1.736, -1.281, 0.504], [0.696, -0.524, 1.624], [2.305, 1.410, 1.869], [2.894, -0.062, 2.466], [3.461, 0.370, 0.824]]
}

=====

Arrangement x

{
  "formula": "C5H15N2",
  "method": "ωB97M-V/def2-TZVPD",
  "total_charge": 1,
  "symbols": ["C", "C", "C", "C", "N", "C", "N", "H", "H", "H", "H", "H", "H", "H", "H", "H", "H", "H", "H", "H", "H", "H"],
  "positions_angstrom": [[-2.713, -0.359, 3.240], [-0.284, -1.916, 0.263], [0.048, -0.656, 0.484], [0.579, 0.339, -2.426], [1.588, 1.365, -2.505], [2.835, 0.989, -1.862], [-2.292, 0.962, 2.773], [-2.219, -1.173, 2.687], [-3.790, -0.452, 3.097], [-1.297, -2.239, 0.008], [0.425, -2.703, 0.526], [0.371, 0.090, -1.361], [1.130, -0.470, 0.366], [0.865, -0.594, -2.922], [-0.328, 0.745, -2.864], [1.737, 1.601, -3.478], [2.676, 0.918, -0.785], [3.254, 0.065, -2.296], [3.573, 1.782, -1.976], [-1.302, 1.115, 2.965], [-2.488, -0.436, 4.304], [-2.366, 1.027, 1.762]]
}

=====

Name the least stable of them. arrangement x.